(1)
The following is a DFT calculation (the ωB97M-V functional and the def2-TZVPD basis) of a structure of composition C9H18I2N2O3Re.

Cartesian coordinates (Å):
Re -0.028 -1.412 -0.162
C 4.171 1.849 -0.503
N 3.547 0.510 -0.251
C 4.530 -0.573 0.048
C 2.287 0.350 -0.258
O 1.742 -0.855 0.030
C 1.253 1.417 -0.534
O -0.016 0.706 -0.592
C -1.224 1.475 -0.325
C -2.279 0.437 -0.015
O -1.765 -0.799 0.163
N -3.527 0.644 0.109
C -4.126 2.008 -0.023
C -4.519 -0.423 0.435
H 4.401 2.295 0.464
H 5.086 1.675 -1.063
H 3.506 2.483 -1.084
H 5.123 -0.236 0.897
H 4.018 -1.501 0.272
H 5.161 -0.678 -0.833
H 1.233 2.166 0.262
H 1.427 1.900 -1.498
H -1.066 2.146 0.524
H -1.476 2.048 -1.219
H -3.384 2.735 -0.340
H -4.923 1.941 -0.760
H -4.531 2.278 0.952
H -4.060 -1.401 0.364
H -4.886 -0.227 1.442
H -5.331 -0.327 -0.284
I 0.070 -3.201 2.247
C -0.075 -4.780 0.837
I -0.154 -3.922 -1.140
H -1.004 -5.329 0.972
H 0.819 -5.399 0.866

Properties
* HOMO energy (spin up / spin down): -22.5 / -23.4 eV
* strongest force on any atom: 0.68 eV/A
* lowest unoccupied orbital energy (spin up / spin down): -16.1 / -16.2 eV
* multiplicity: 4
* Kohn-Sham gap (spin up / spin down): 6.323 / 7.267 eV
* energy relative to the best compared isomer or geometry (same formula, charge and spin): 0.0 kJ/mol
* net charge: +4

=====

(2)
The following is a DFT calculation (the ωB97M-V functional and the def2-TZVPD basis) of a cluster of 3 separate species, C4H16N2O2 in total at a distorted geometry.

Cartesian coordinates (Å):
N -1.341 0.424 -1.398
C 0.050 0.778 -1.463
C 0.890 -0.091 -2.441
C 0.657 0.612 0.004
N -0.179 1.242 1.024
C 0.539 1.338 2.335
H -1.995 1.098 -1.016
H -1.612 -0.561 -1.388
H 0.096 1.792 -1.866
H 0.409 0.074 -3.407
H 0.985 -1.149 -2.195
H 1.918 0.276 -2.535
H 1.724 0.857 0.068
H 0.618 -0.486 0.008
H -0.221 2.214 0.722
H 1.007 0.385 2.575
H 1.221 2.182 2.311
H -0.250 1.571 3.054
H -0.124 -3.329 0.181
H 0.460 -3.541 1.649
O 0.143 -2.899 1.008
H -1.609 -0.148 0.872
H -1.348 -1.616 1.133
O -2.040 -1.023 0.762

Properties
* HOMO energy (spin up / spin down): -14.0 / -13.9 eV
* strongest force on any atom: 1.30 eV/A
* lowest unoccupied orbital energy (spin up / spin down): -2.9 / -7.6 eV
* multiplicity: 2
* Kohn-Sham gap (spin up / spin down): 11.113 / 6.282 eV
* energy relative to the best compared isomer or geometry (same formula, charge and spin): 87.5 kJ/mol
* net charge: +1

=====

(3)
The following is a DFT calculation (the ωB97M-V functional and the def2-TZVPD basis) of an isolated molecule of C8H15N4O2P at a distorted geometry.

Cartesian coordinates (Å):
C -2.336 -1.789 0.971
N -2.290 -0.993 -0.178
N -3.074 -1.464 -1.333
P -0.966 -0.001 -0.603
O -0.916 0.387 -2.019
O 0.242 -0.821 -0.035
C 1.642 -0.411 -0.129
C 1.923 0.867 -0.502
C 3.336 1.195 -0.679
C 4.204 0.207 -0.302
C 3.918 -1.104 0.071
C 2.486 -1.456 0.062
N -1.083 1.289 0.429
C -1.635 2.508 -0.077
N -1.220 1.125 1.853
H -1.688 -1.456 1.705
H -3.448 -1.890 1.364
H -1.962 -2.875 0.671
H -3.551 -0.687 -1.813
H -2.590 -1.981 -2.042
H 1.030 1.495 -0.467
H 3.788 2.064 -0.985
H 5.291 0.431 -0.457
H 4.768 -1.737 0.279
H 2.181 -2.418 0.451
H -1.506 2.526 -1.209
H -2.630 2.628 0.394
H -1.106 3.323 0.348
H -2.125 0.676 2.027
H -0.684 0.362 2.206

Properties
* HOMO energy: -8.8 eV
* strongest force on any atom: 5.31 eV/A
* lowest unoccupied orbital energy: 0.8 eV
* Kohn-Sham gap: 9.591 eV
* energy relative to the best compared isomer or geometry (same formula, charge and spin): 116.4 kJ/mol
* structure (SMILES): CN(N)P(=O)(Oc1ccccc1)N(C)N

=====

(4)
The following is a DFT calculation (the ωB97M-V functional and the def2-TZVPD basis) of a cluster of 5 separate species, C17H38BBrNO4 in total.

Cartesian coordinates (Å):
C -0.466 0.383 -3.130
C 0.896 0.176 -3.800
C 1.053 -1.212 -4.440
B 1.269 -2.518 -3.469
Br -0.055 -4.070 -4.187
C 0.890 -2.319 -1.914
N 1.350 -3.401 -1.014
C 1.435 -2.944 0.364
H -0.465 0.097 -2.077
H -1.214 -0.241 -3.627
H -0.796 1.423 -3.189
H 1.010 0.940 -4.579
H 1.698 0.367 -3.077
H 1.907 -1.168 -5.130
H 0.173 -1.367 -5.075
H 2.385 -2.990 -3.584
H -0.205 -2.212 -1.815
H 1.331 -1.388 -1.532
H 0.650 -4.132 -1.055
H 1.515 -3.795 1.048
H 2.338 -2.337 0.495
H 0.586 -2.320 0.681
C -0.541 1.027 4.198
C -0.704 0.258 2.910
O -0.074 -0.746 2.679
C -1.679 0.828 1.908
H 0.209 0.534 4.815
H -0.206 2.036 3.960
H -1.479 1.096 4.749
H -1.367 1.838 1.639
H -2.677 0.895 2.348
H -1.704 0.200 1.020
C -3.484 -0.852 7.110
C -2.381 0.086 7.539
O -2.285 1.203 7.091
C -1.392 -0.456 8.544
H -4.127 -0.359 6.385
H -3.056 -1.754 6.668
H -4.072 -1.163 7.976
H -0.906 -1.347 8.142
H -1.909 -0.753 9.458
H -0.645 0.300 8.770
C -0.026 0.282 -7.395
C -1.279 0.596 -6.612
O -1.448 1.673 -6.087
C -2.286 -0.522 -6.492
H 0.628 1.151 -7.404
H 0.490 -0.558 -6.930
H -0.283 -0.006 -8.418
H -1.816 -1.383 -6.010
H -2.618 -0.839 -7.483
H -3.136 -0.189 -5.902
C 2.548 3.725 0.365
C 2.316 3.004 1.670
O 1.219 2.621 1.999
C 3.529 2.767 2.538
H 1.610 3.827 -0.173
H 2.981 4.710 0.552
H 3.260 3.166 -0.246
H 3.996 3.719 2.799
H 4.269 2.182 1.988
H 3.239 2.234 3.439

Properties
* HOMO energy: -4.4 eV
* strongest force on any atom: 0.48 eV/A
* lowest unoccupied orbital energy: 2.1 eV
* Kohn-Sham gap: 6.439 eV
* net charge: -1